Below is a cluster of 6 separate species, C31H59N6O7S in total, with properties calculated with the ωB97M-V functional and the def2-TZVPD basis.

Summary:
* energy: -67189.48092 eV
* LUMO: -3.563 eV
* ΔE to the lowest compared entry with this formula, charge and spin: 1460.6 kJ/mol

Structure (ORCA input):
```
! RIJCOSX wB97M-V def2-TZVPD def2/J DEFGRID3
* xyz 1 1
S 2.00437 -0.76987 1.12498
O -2.42045 -2.42182 -2.53322
O -3.86665 -5.56829 8.09089
O -5.15944 2.27714 1.99647
O 0.76812 -0.89439 -0.04176
O 4.17815 4.61880 -4.37428
O 6.43417 -2.75658 -0.10344
O -7.46665 3.54910 -1.78302
N -2.79368 -0.58543 1.06379
N 6.50491 -3.15439 -2.31226
N -3.95149 -3.58848 7.03481
N -4.60792 -2.91745 -2.64029
N -7.55149 5.52891 -2.83910
N 3.79003 4.28604 -2.18778
C 6.28745 3.41872 2.12008
C 4.45494 0.88215 0.87912
C 7.91618 -4.49846 -0.81509
C -7.09022 4.25104 -2.71863
C -3.49022 -4.86635 7.15529
C 3.59413 4.65825 -0.80726
C 5.10682 2.68738 2.99158
C -2.97358 -4.75182 -2.57915
C 2.40619 -2.40523 1.94487
C -4.82864 1.12816 1.08957
C 6.90290 -3.40942 -1.03288
C 4.03429 5.10142 -3.25350
C -7.23066 6.49999 -3.85735
C 6.58524 2.84651 0.59101
C 1.44589 -2.49041 3.31148
C -5.76934 -3.77187 -2.70224
C -2.52397 -5.36636 6.11772
C 0.55233 -2.44860 4.42434
C -1.35531 -0.76068 1.49956
C 6.93516 -3.80574 -3.52609
C -3.22191 0.84704 1.29499
C 3.59847 -0.32321 0.17041
C -3.63066 -2.61740 6.01656
C 6.07097 1.08160 -1.53064
C 4.19924 1.44938 2.41224
C -5.20784 1.68488 -0.44097
C 5.67364 1.59126 0.01033
C -6.12397 3.75104 -3.75619
C -3.29529 -3.28326 -2.58171
C 4.11778 6.58136 -3.00253
C -0.41281 -1.61195 0.46267
H -6.52859 6.11203 -4.59657
H -4.55959 -2.32791 5.51928
H -0.19187 -2.64889 0.95829
H -2.64705 1.54232 0.54867
H 4.31662 7.10179 -3.94331
H 4.93485 6.79718 -2.30882
H -1.61818 -4.75408 6.12482
H -8.15959 6.78948 -4.35464
H 7.51863 -5.45438 -1.16630
H -5.57810 2.81569 -0.37744
H -3.42332 -5.23131 -1.70565
H 3.16923 6.94608 -2.59955
H 5.82144 -2.40868 -2.38140
H -6.31631 -3.53487 -3.61799
H 2.13504 -3.26227 1.16270
H -5.84492 2.71847 -3.52949
H -5.52935 0.25291 1.42917
H 5.77102 -0.04630 -1.71208
H 6.05544 -4.23760 -4.00941
H -2.96196 1.15452 2.39867
H 4.35962 4.15798 -0.20919
H 6.95399 4.30654 2.49073
H 4.87697 3.08146 4.09057
H 7.37108 -3.04789 -4.18150
H -6.12425 1.09356 -0.91421
H -6.07135 2.12757 2.40733
H 3.25796 0.01704 -0.91454
H -0.23073 -2.02027 5.20448
H -2.96943 -0.91128 0.08826
H -1.08856 -1.84754 -0.49261
H 8.84422 -4.25569 -1.33971
H -2.99169 -5.34365 5.12984
H -0.94314 0.32560 1.75156
H 7.66937 -4.59069 -3.33993
H 3.54890 -2.40595 2.23406
H -3.33898 -5.21596 -3.49918
H -2.92859 -3.00536 5.27735
H 3.65968 5.73611 -0.65307
H -2.24492 -6.39892 6.34442
H -6.79638 7.37464 -3.36711
H 8.13554 -4.58656 0.25242
H -1.89004 -4.88936 -2.52941
H -5.50806 -4.83091 -2.69905
H -4.74766 -1.91323 -2.63819
H -8.19792 5.79570 -2.10497
H -1.39336 -1.38601 2.51586
H 2.60724 4.30578 -0.49772
H -4.59792 -3.32169 7.76895
H -4.29646 1.65860 -1.17496
H -6.40002 -3.55011 -1.83791
H -5.21818 4.36332 -3.74910
H 3.74741 3.30313 -2.43287
H 7.42967 3.35242 -0.07742
H 3.34573 0.92449 3.05370
H 4.25817 -1.30936 0.04015
H -6.59169 3.77374 -4.74407
H 7.25229 1.12700 -1.67660
H 5.49519 1.77161 -2.30543
H -3.19638 -1.74276 6.50680
*
```